8
Properties=species:S:1:pos:R:3:mulliken_charge:R:1 method="wB97M-V/def2-TZVPD" largest_force_ha_per_bohr=0.0718 de_lowest_kj_mol=341.94 homo_lumo_gap_ev="6.591 / 6.590" e_homo_ha="-0.379 / -0.379"
C -1.046 -0.763 1.323 -0.03
C 0.143 0.771 -0.863 0.32
C 0.884 -0.306 -0.225 -0.25
N -1.893 -0.845 2.085 -0.38
S -0.417 0.920 -2.444 -0.07
Cl -0.196 2.072 0.195 -0.07
Cl 1.368 -1.775 -0.861 0.00
H 1.157 -0.074 0.789 0.47

=====

8
Properties=species:S:1:pos:R:3:mulliken_charge:R:1 method="wB97M-V/def2-TZVPD" largest_force_ha_per_bohr=0.0396 smiles="O=C(Cl)/C(Cl)=C/Cl" de_lowest_kj_mol=39.57 homo_lumo_gap_ev=9.608 e_homo_ha=-0.374
O 0.006 1.968 -0.262 -0.47
C -0.651 0.973 -0.357 0.60
Cl -2.285 0.919 -0.883 -0.18
C -0.233 -0.383 0.038 0.09
Cl -1.505 -1.427 0.544 -0.14
C 1.086 -0.493 0.253 -0.09
Cl 1.856 -1.964 0.727 -0.13
H 1.724 0.408 -0.060 0.32

=====

7
Properties=species:S:1:pos:R:3:mulliken_charge:R:1 method="wB97M-V/def2-TZVPD" largest_force_ha_per_bohr=0.1121 smiles=C#CCl.N#CI de_lowest_kj_mol=251.34 homo_lumo_gap_ev=9.977 e_homo_ha=-0.378
C -0.871 0.920 0.504 -0.35
C -1.693 0.233 -0.014 -0.04
Cl -2.589 -0.644 -1.127 -0.12
H -0.356 1.174 1.274 0.49
N 1.971 0.713 -0.856 -0.34
C 1.901 -0.333 -0.389 0.01
I 1.636 -2.063 0.608 0.34

=====

9
Properties=species:S:1:pos:R:3:mulliken_charge:R:1 method="wB97M-V/def2-TZVPD" largest_force_ha_per_bohr=0.0650 smiles="O=c1[nH]oc([O-])c1Cl" charge=-1 de_lowest_kj_mol=12.70 homo_lumo_gap_ev=7.482 e_homo_ha=-0.135
O -0.504 -2.223 0.043 -0.71
C -0.322 -1.010 0.132 0.32
N -1.376 -0.108 0.310 -0.12
O -0.842 1.254 0.278 -0.27
C 0.518 1.199 -0.014 0.49
O 1.144 2.248 -0.169 -0.69
C 0.896 -0.226 -0.047 0.04
Cl 2.547 -0.801 -0.141 -0.26
H -2.061 -0.335 -0.391 0.21

=====

7
Properties=species:S:1:pos:R:3:mulliken_charge:R:1 method="wB97M-V/def2-TZVPD" largest_force_ha_per_bohr=0.1016 spin_multiplicity=5 charge=+1 s2=6.021 homo_lumo_gap_ev="10.203 / 8.208" e_homo_ha="-0.603 / -0.624"
O -2.391 1.029 0.190 -0.21
C -1.450 0.292 -0.057 0.69
C -0.913 -0.919 -0.423 -0.12
C 0.018 -0.124 0.180 0.12
H -0.618 -1.951 0.046 0.35
F 3.473 1.163 -0.034 -0.58
Co 1.881 0.510 0.098 0.76

=====

7
Properties=species:S:1:pos:R:3:mulliken_charge:R:1 method="wB97M-V/def2-TZVPD" largest_force_ha_per_bohr=0.0886 spin_multiplicity=4 charge=+2 de_lowest_kj_mol=174.62 s2=3.767 homo_lumo_gap_ev="8.632 / 6.851" e_homo_ha="-0.695 / -0.640"
C -1.304 -0.405 0.105 -0.09
C -1.197 0.926 0.096 0.19
O 0.195 1.162 -0.057 -0.23
C 0.911 -0.068 -0.265 0.05
O 0.111 -1.036 -0.104 -0.18
H -2.075 -1.165 0.053 0.40
Er 3.359 0.585 0.172 1.86

=====

9
Properties=species:S:1:pos:R:3:mulliken_charge:R:1 method="wB97M-V/def2-TZVPD" largest_force_ha_per_bohr=0.0941 smiles="FC(F)=CI.O=C=O" de_lowest_kj_mol=42.81 homo_lumo_gap_ev=9.606 e_homo_ha=-0.346
F 0.088 1.669 0.974 -0.24
C 0.670 1.573 -0.277 0.56
F 0.224 2.552 -0.951 -0.20
C 1.299 0.461 -0.638 -0.65
I 1.763 -1.208 0.506 0.10
H 1.702 0.563 -1.605 0.43
O -2.289 -2.337 1.630 -0.35
C -1.866 -1.830 0.695 0.66
O -1.589 -1.443 -0.335 -0.31

=====

10
Properties=species:S:1:pos:R:3:mulliken_charge:R:1 method="wB97M-V/def2-TZVPD" largest_force_ha_per_bohr=0.0521 de_lowest_kj_mol=348.24 homo_lumo_gap_ev="8.864 / 8.867" e_homo_ha="-0.345 / -0.345"
C -2.270 -0.836 0.271 -0.11
C -2.172 0.307 -0.302 0.47
C 0.025 -1.435 -0.303 0.53
N 0.291 -0.116 -0.495 -0.08
O -0.828 0.671 -0.869 -0.26
F -3.326 -1.486 0.782 -0.21
F -3.013 1.330 -0.638 -0.23
F 0.816 -2.134 0.516 -0.20
F -0.288 -2.055 -1.395 -0.16
H 0.972 0.349 0.127 0.26